# 1
{"formula": "C4H29N3O8", "method": "wB97M-V/def2-TZVPD", "species": ["H", "O", "H", "H", "C", "N", "H", "H", "O", "C", "C", "H", "H", "H", "H", "O", "H", "H", "H", "H", "H", "H", "O", "H", "O", "H", "O", "H", "H", "H", "H", "C", "H", "H", "H", "N", "H", "H", "O", "H", "H", "H", "N", "O"], "coordinates": [[-0.915, -0.712, 2.801], [-3.768, -1.217, -0.426], [1.035, 2.861, -0.336], [-3.081, 2.746, -0.590], [0.108, 2.355, -0.028], [0.285, 2.118, 1.417], [4.171, -1.328, -0.986], [-0.682, -0.998, -4.096], [-0.751, -0.811, -0.907], [-1.223, 0.293, 2.496], [-1.081, 3.236, -0.378], [3.139, 1.762, 0.170], [-2.049, 0.928, 0.739], [-3.694, -2.159, -0.315], [-0.915, -0.603, -2.658], [1.957, -1.996, -2.581], [4.013, -0.517, 0.303], [1.272, -1.303, -2.673], [-1.452, -0.345, -0.465], [-0.838, 4.072, -1.058], [0.313, -2.935, 1.224], [2.601, -1.663, -3.216], [-0.460, -3.316, 1.676], [-3.141, -0.902, 0.262], [-0.372, -0.366, -3.437], [-1.396, 3.895, 0.441], [1.354, -2.011, -0.032], [0.902, 0.636, 2.710], [0.300, 0.157, 1.011], [2.798, 1.119, 1.461], [1.467, -2.668, -0.735], [0.160, 0.738, 1.921], [-1.130, -2.626, 1.664], [2.338, -1.865, 0.084], [-1.496, 1.076, 3.207], [-2.317, 0.297, 1.494], [-3.176, 0.594, 1.922], [-0.019, 2.856, 2.029], [3.572, 1.389, 0.949], [-0.076, -1.334, -0.431], [-1.974, 2.090, -1.776], [0.113, 1.403, -0.557], [-2.192, 2.392, -0.852], [3.869, -1.400, -0.077]], "homo_lumo_gap_ha": 0.3320, "relative_energy_kj_mol": 102.8, "molar_mass_g_mol": 247.29, "max_force_ha_per_bohr": 0.044, "homo_energy_ha": -0.32082}

=====

# 2
{"formula": "C4H29NO11", "method": "wB97M-V/def2-TZVPD", "species": ["C", "H", "H", "H", "H", "H", "H", "C", "H", "N", "H", "O", "H", "H", "H", "H", "H", "H", "O", "H", "H", "O", "H", "H", "O", "O", "O", "H", "H", "H", "O", "H", "H", "H", "O", "H", "O", "H", "C", "H", "H", "C", "O", "H", "O"], "coordinates": [[-0.287, 1.471, 2.362], [0.597, 1.925, 2.757], [0.360, 0.677, -0.989], [-2.660, 2.454, 0.885], [-1.411, -2.583, -0.150], [1.285, -1.197, -3.359], [3.410, -0.997, 3.357], [-1.757, 3.011, 1.064], [-1.786, 3.362, 2.108], [-0.684, 1.970, 1.015], [-2.840, -1.098, 0.418], [0.469, 0.032, -1.687], [-1.830, -1.357, -2.713], [-2.176, -0.383, -1.624], [-1.067, -4.090, -1.784], [2.208, 1.318, -2.535], [-0.864, -0.420, 1.366], [1.864, -2.177, -2.467], [2.693, -0.423, 3.100], [-0.467, -0.008, -2.116], [-0.747, 4.938, 0.822], [2.189, 2.211, -2.200], [-0.206, -2.769, -1.865], [3.126, 0.397, 1.211], [-1.792, -2.358, 0.714], [1.914, -2.121, -0.584], [-1.106, -3.125, -1.829], [0.141, 2.242, 0.519], [-1.256, -2.524, 1.486], [1.731, 2.793, -2.799], [2.617, 0.125, 0.429], [1.373, -1.328, -0.621], [1.735, 0.138, 0.802], [-2.314, 0.320, 0.211], [-2.944, -0.301, -0.198], [1.944, -0.610, 3.667], [-1.951, -0.399, -2.585], [2.810, -2.053, -0.283], [-1.389, 4.247, 0.245], [-0.808, 4.067, -0.669], [-1.016, 1.903, 3.047], [-0.321, -0.021, 2.234], [-0.051, -0.757, 3.155], [-2.338, 4.736, 0.019], [1.506, -2.151, -3.376]], "homo_lumo_gap_ha": 0.3687, "relative_energy_kj_mol": 277.1, "molar_mass_g_mol": 267.27, "max_force_ha_per_bohr": 0.053, "homo_energy_ha": -0.36768}

=====

# 3
{"formula": "C4H2BiO", "method": "wB97M-V/def2-TZVPD", "species": ["C", "C", "C", "H", "O", "C", "Bi", "H"], "coordinates": [[1.031, -1.174, 0.140], [0.478, 1.271, -1.051], [-0.105, 1.187, 0.082], [-0.975, 1.866, 0.298], [2.040, -0.941, 0.728], [-0.107, -0.351, -0.228], [-1.688, -1.100, 1.110], [-0.674, -0.760, -1.078]], "homo_lumo_gap_ha": [0.2350, 0.2552], "relative_energy_kj_mol": 175.3, "molar_mass_g_mol": 275.04, "max_force_ha_per_bohr": 0.182, "homo_energy_ha": [-0.72368, -0.73717], "charge": 2, "spin_multiplicity": 2}

=====

# 4
{"formula": "C4H2CdO2", "method": "wB97M-V/def2-TZVPD", "species": ["C", "Cd", "C", "H", "C", "C", "H", "O", "O"], "coordinates": [[3.293, -2.080, -0.106], [1.294, 0.264, 0.968], [-1.432, 1.375, 0.243], [-1.884, 1.814, -0.679], [-0.444, 0.424, -0.135], [-0.896, -0.759, -0.613], [-1.332, 1.955, 1.161], [2.646, -1.242, 0.302], [-1.245, -1.751, -1.141]], "homo_lumo_gap_ha": [0.1865, 0.2820], "relative_energy_kj_mol": 0.0, "molar_mass_g_mol": 194.47, "max_force_ha_per_bohr": 0.058, "homo_energy_ha": [-0.42455, -0.51747], "charge": 1, "spin_multiplicity": 2}

=====

# 5
{"formula": "C4H2Cl2", "method": "wB97M-V/def2-TZVPD", "species": ["H", "Cl", "C", "C", "H", "C", "Cl", "C"], "coordinates": [[-0.477, -0.053, 1.325], [1.724, 0.430, 1.312], [0.082, 0.664, 0.842], [0.065, -1.377, -0.949], [-0.400, 0.566, -1.597], [-0.105, -0.093, -0.784], [-0.424, 2.385, 0.770], [-0.464, -2.522, -0.918]], "homo_lumo_gap_ha": 0.3120, "relative_energy_kj_mol": 341.5, "molar_mass_g_mol": 120.97, "max_force_ha_per_bohr": 0.101, "homo_energy_ha": -0.37316}

=====

# 6
{"formula": "C4H2Cl2O2", "method": "wB97M-V/def2-TZVPD", "species": ["Cl", "H", "C", "C", "O", "Cl", "C", "C", "O", "H"], "coordinates": [[2.711, 0.311, 0.155], [1.220, -1.061, 1.423], [0.307, -0.480, -0.488], [-0.539, 0.901, -0.311], [-2.877, 0.660, 0.373], [-0.842, -1.769, -0.080], [-1.702, 0.689, 0.409], [1.373, -0.559, 0.491], [-0.143, 2.051, -0.414], [0.492, -0.744, -1.558]], "homo_lumo_gap_ha": [0.2721, 0.2965], "relative_energy_kj_mol": 337.0, "molar_mass_g_mol": 152.96, "max_force_ha_per_bohr": 0.088, "homo_energy_ha": [-0.31387, -0.32342]}

=====

# 7
{"formula": "C4H2ClN3S", "method": "wB97M-V/def2-TZVPD", "species": ["N", "N", "N", "Cl", "C", "C", "C", "H", "C", "S", "H"], "coordinates": [[0.555, -2.790, -0.142], [-1.591, 2.638, 0.828], [-0.635, -2.375, -0.090], [1.916, 1.631, 0.857], [-0.762, 1.968, 0.375], [-0.868, -1.087, -0.016], [0.607, 1.139, -0.181], [0.774, 1.341, -1.315], [0.323, -0.367, -0.133], [1.629, -1.458, -0.268], [-1.948, -0.640, 0.084]], "homo_lumo_gap_ha": 0.3590, "relative_energy_kj_mol": 0.0, "molar_mass_g_mol": 159.60, "max_force_ha_per_bohr": 0.075, "homo_energy_ha": -0.37505}

=====

# 8
{"formula": "C4H2ClNO2", "method": "wB97M-V/def2-TZVPD", "species": ["C", "C", "N", "O", "H", "C", "H", "C", "Cl", "O"], "coordinates": [[1.608, -0.002, -0.003], [-0.294, -1.209, 0.003], [1.081, -1.158, 0.001], [0.949, 1.169, 0.000], [-0.752, -2.217, -0.006], [-1.074, -0.093, -0.002], [2.695, 0.155, 0.008], [-0.448, 1.221, -0.003], [-2.783, -0.168, 0.000], [-0.981, 2.301, 0.002]], "homo_lumo_gap_ha": 0.3459, "relative_energy_kj_mol": 0.0, "molar_mass_g_mol": 131.52, "max_force_ha_per_bohr": 0.024, "homo_energy_ha": -0.36016}